The following is a quantum chemistry calculation of a structure of composition CH6O3Si, from the OMol25 dataset.

Properties
DFT total energy ... -556.83424 Eh
Frontier orbital gap ... 10.11 eV
Relative energy (zero: lowest compared OMol25 entry of this formula, charge and spin) ... 625.6 kJ/mol
Strongest force on any atom ... 4.0 eV/A

XYZ file:
```
11
Properties=species:S:1:pos:R:3:forces:R:3:lowdin_charge:R:1
C 1.121246 -1.329795 0.405842 -2.45 0.83 -3.12 -0.129
O 0.402783 2.100369 0.644485 1.54 -1.01 1.28 -0.069
O -1.464933 -0.562304 -1.430533 -0.67 -0.81 1.49 -0.159
O -0.403345 1.406162 -0.271751 -0.11 2.24 -1.19 -0.293
Si -0.875739 -0.120213 0.034558 1.99 -2.34 1.42 0.537
H 1.095706 -2.138459 1.145613 0.06 0.55 -0.16 -0.025
H 1.274240 -1.763661 -0.690239 -0.42 0.70 2.34 0.029
H 1.869069 -0.536218 0.506992 -0.19 -0.33 0.50 -0.027
H 0.137481 3.019235 0.732450 -1.02 0.07 -0.75 0.097
H -1.177048 -0.079703 -2.178595 0.48 0.72 -1.12 0.035
H -1.979461 0.004587 1.101180 0.78 -0.61 -0.69 0.004
```
Positions in Å, forces in eV/Å.

The following is a quantum chemistry calculation of a cluster of 2 separate species, C5H15NOSi in total, from the OMol25 dataset.

Properties
DFT total energy ... -618.81299 Eh
Frontier orbital gap (alpha / beta) ... 7.67 / 9.10 eV
Relative energy (zero: lowest compared OMol25 entry of this formula, charge and spin) ... 608.7 kJ/mol
Strongest force on any atom ... 4.7 eV/A

XYZ file:
```
23
Properties=species:S:1:pos:R:3:forces:R:3:lowdin_charge:R:1
C 1.147958 1.826444 -0.881253 -1.86 -0.05 2.98 -0.148
C -2.440669 0.654294 -0.614254 -0.22 -3.21 -0.95 -0.166
C -0.773610 -0.557632 1.592424 -3.86 0.60 0.06 -0.185
C -0.931770 -2.099342 -0.901233 -1.65 2.90 -2.55 -0.160
C 0.779953 0.450037 -0.914219 -0.62 -2.47 0.69 -0.196
N 2.831685 0.522349 1.223454 -1.16 -2.32 3.33 -0.116
O 2.443358 -0.438050 0.369303 0.08 1.39 -0.13 -0.223
Si -0.784768 -0.343400 -0.270163 -1.84 0.51 0.80 0.564
H 0.208677 2.443443 -0.834504 1.27 -0.06 0.08 0.098
H 1.760363 1.887528 0.089140 -0.80 0.43 -0.37 0.090
H 1.808763 2.068618 -1.606075 1.87 1.19 -2.55 0.038
H -2.235388 1.658572 -0.692584 0.30 2.49 -0.38 -0.036
H -3.083232 0.300955 -1.492140 1.19 0.53 0.90 0.052
H -3.082037 0.512703 0.245290 -0.05 -0.05 0.41 0.011
H -0.741655 0.214886 2.354035 0.15 0.47 -0.34 0.032
H -1.706659 -1.177582 1.869687 0.69 1.15 -0.65 0.068
H -0.111032 -1.267059 1.837760 3.29 -2.40 0.86 -0.038
H -0.168980 -2.619929 -0.547909 3.80 -2.41 1.45 -0.022
H -1.770962 -2.658947 -0.660610 -2.01 -0.58 1.02 0.015
H -0.941090 -2.182606 -1.991091 0.39 0.28 -0.12 0.047
H 1.233273 -0.318672 -1.503702 0.75 0.30 -0.85 0.057
H 2.878032 0.091043 2.256036 -0.42 1.46 -2.80 0.151
H 3.679784 1.032344 1.072603 0.73 -0.14 -0.91 0.068
```
Positions in Å, forces in eV/Å.

The following is a quantum chemistry calculation of an isolated molecule of C28H32N4O5S, from the OMol25 dataset.

Properties
DFT total energy ... -2079.60960 Eh
Frontier orbital gap ... 8.40 eV
Structure (SMILES) ... COc1ccc(NC(=O)CN(C)C(=O)c2cccc(S(=O)(=O)N3CCN(Cc4ccccc4)CC3)c2)cc1
Strongest force on any atom ... 1.0 eV/A

XYZ file:
```
70
Properties=species:S:1:pos:R:3:forces:R:3:lowdin_charge:R:1
C 4.034962 -2.579058 -3.044192 0.08 0.12 -0.20 -0.077
H 3.938237 -3.335226 -3.821657 0.05 0.08 0.02 0.094
O 3.421352 -3.132160 -1.898662 -0.15 -0.15 0.20 -0.086
C 3.230391 -2.319242 -0.826316 -0.04 0.04 0.27 -0.303
C 2.438023 -2.830167 0.204043 0.23 0.08 -0.35 -0.006
C 2.124419 -2.064141 1.307021 -0.05 0.01 0.09 -0.010
C 2.605066 -0.761827 1.399862 0.00 -0.17 -0.24 -0.228
C 3.440541 -0.270043 0.402325 -0.12 -0.11 0.23 -0.021
C 3.755901 -1.036228 -0.701989 0.04 -0.29 -0.16 -0.023
H 4.379593 -0.612624 -1.469999 0.05 0.03 -0.12 0.109
H 3.828995 0.735875 0.479829 0.02 0.14 -0.01 0.122
N 2.215517 0.131035 2.412670 0.50 0.14 -0.02 0.145
C 1.102371 0.061614 3.182094 -0.11 0.53 0.35 -0.436
O 0.484947 -0.944977 3.450200 -0.11 -0.25 0.01 0.072
C 0.619793 1.465545 3.587375 0.16 -0.08 0.06 -0.035
N 0.221006 2.134948 2.357460 0.02 0.14 0.20 -0.075
C 1.154669 2.821490 1.665972 -0.19 0.13 -0.03 -0.434
O 2.241323 3.112421 2.144833 0.32 0.05 0.02 0.063
C 0.857363 3.127124 0.229568 0.24 -0.15 -0.36 -0.134
C 0.918868 2.066788 -0.670269 0.02 0.24 0.29 -0.002
C 0.791533 2.313254 -2.020734 -0.04 -0.30 -0.38 -0.247
C 0.597872 3.592750 -2.502522 0.02 -0.05 -0.20 -0.042
C 0.544874 4.650694 -1.606834 0.01 -0.02 0.06 -0.049
C 0.684255 4.421175 -0.247183 -0.02 -0.08 0.06 -0.001
H 0.659246 5.244349 0.450930 0.01 0.09 0.06 0.124
H 0.402212 5.657240 -1.969202 -0.02 0.07 -0.04 0.110
H 0.497075 3.738716 -3.566373 -0.04 0.09 -0.12 0.115
S 0.853973 0.893517 -3.115129 -0.30 0.04 0.21 0.686
O 0.452095 1.311481 -4.428666 -0.19 0.11 0.20 -0.275
O 2.119610 0.233691 -2.966681 -0.11 -0.03 0.24 -0.275
N -0.305632 -0.042559 -2.380183 0.71 0.44 -0.46 -0.245
C -1.672066 0.227600 -2.753415 -0.59 0.29 0.01 -0.171
C -2.584247 -0.236717 -1.618525 0.18 0.11 -0.21 -0.165
N -2.355034 -1.644504 -1.362322 -0.05 -0.04 -0.05 -0.150
C -0.974322 -1.884952 -0.988178 0.16 0.12 -0.25 -0.164
C -0.069926 -1.445952 -2.137272 0.40 -0.51 0.23 -0.153
H 0.981145 -1.568687 -1.881816 -0.06 -0.16 0.05 0.098
H -0.301146 -2.042355 -3.030475 0.03 0.01 0.06 0.139
H -0.839083 -2.953034 -0.810967 0.05 -0.02 0.04 0.129
H -0.684924 -1.336693 -0.074618 0.04 -0.06 -0.01 0.117
C -3.331046 -2.237338 -0.455085 0.02 0.02 -0.08 -0.145
C -3.366744 -1.629951 0.927157 -0.01 -0.05 -0.03 -0.220
C -4.226170 -0.575065 1.212506 0.01 -0.03 -0.01 -0.056
C -4.237166 0.007494 2.467613 -0.06 0.11 0.02 -0.094
C -3.384763 -0.456789 3.455352 -0.02 -0.01 0.08 -0.102
C -2.525572 -1.508101 3.184469 0.03 -0.02 0.10 -0.087
C -2.517340 -2.087687 1.927694 -0.08 0.03 -0.03 -0.044
H -1.849267 -2.912252 1.726974 0.09 -0.11 -0.04 0.113
H -1.851658 -1.870502 3.943796 0.06 -0.01 0.06 0.098
H -3.397397 -0.006469 4.437406 0.00 0.03 0.09 0.103
H -4.917406 0.821326 2.675447 -0.05 0.06 0.02 0.102
H -4.902561 -0.216011 0.449308 -0.07 0.03 -0.09 0.109
H -3.096666 -3.302794 -0.387228 -0.08 0.01 0.00 0.125
H -4.311027 -2.131270 -0.929876 0.01 -0.07 0.06 0.123
H -3.626873 -0.101820 -1.914128 0.00 0.06 0.02 0.128
H -2.385740 0.384635 -0.726663 -0.05 -0.01 -0.07 0.118
H -1.771406 1.300964 -2.920936 -0.21 -0.01 -0.01 0.123
H -1.933971 -0.301425 -3.679474 0.01 0.09 0.05 0.134
H 1.078893 1.051687 -0.340436 -0.02 -0.15 0.20 0.119
C -1.066456 1.757574 1.828743 -0.38 -0.10 -0.13 -0.017
H -1.291286 2.338295 0.937281 -0.05 -0.06 0.06 0.095
H -1.095171 0.691624 1.584479 -0.07 -0.04 -0.04 0.088
H -1.834922 1.948324 2.580276 0.01 -0.01 -0.06 0.094
H -0.235487 1.385752 4.258708 0.09 -0.06 -0.06 0.132
H 1.419874 2.042604 4.055059 -0.10 -0.07 -0.01 0.132
H 2.666477 1.037577 2.350711 -0.19 0.00 0.09 0.118
H 1.491719 -2.457853 2.084811 -0.02 -0.02 0.04 0.103
H 2.060697 -3.835964 0.108790 -0.06 -0.14 -0.01 0.121
H 5.096552 -2.377892 -2.868138 -0.03 0.00 -0.01 0.096
H 3.531034 -1.658833 -3.354616 0.06 -0.09 0.00 0.073
```
Positions in Å, forces in eV/Å.

Question: strongest force on any atom of number 3 (C28H32N4O5S)?
Answer: 1.0 eV/A

Question: Which value of strongest force on any atom does entry 1 give?
Answer: 4.0 eV/A